No. 1
{"formula": "C2H3ClO2S", "method": "wB97M-V/def2-TZVPD", "symbols": ["C", "C", "O", "O", "S", "Cl", "H", "H", "H"], "positions_angstrom": [[-0.2579, 0.4683, -0.1090], [0.6096, -0.8233, -0.5848], [-2.0777, -1.3607, -1.1699], [-0.7395, 0.0515, -2.7377], [-0.9258, -0.5539, -1.4705], [1.9907, -0.5709, -1.4472], [-0.5761, 0.7213, 0.8923], [0.1097, 1.4449, -0.4998], [0.8470, -1.7141, 0.1486]], "mulliken_charge": [-0.63, -0.02, -0.58, -0.53, 0.94, -0.14, 0.32, 0.30, 0.33], "smiles": "O=S1(=O)C[C@@H]1Cl", "charge": 0, "homo_lumo_gap_ev": 10.91, "e_lumo_ev": 0.58, "relative_energy_kcal_mol": 56.8}

No. 2
{"formula": "C13H23F3I2NO7PSi2", "method": "wB97M-V/def2-TZVPD", "symbols": ["C", "C", "O", "O", "C", "Si", "N", "C", "C", "C", "O", "Si", "C", "C", "O", "C", "F", "F", "F", "C", "P", "O", "O", "O", "C", "I", "C", "C", "I", "H", "H", "H", "H", "H", "H", "H", "H", "H", "H", "H", "H", "H", "H", "H", "H", "H", "H", "H", "H", "H", "H", "H"], "positions_angstrom": [[3.3168, -0.3117, 2.7282], [2.0194, 0.0134, 3.3976], [1.3870, -0.7702, 4.0514], [1.6113, 1.2930, 3.2088], [0.2182, 1.4403, 2.8321], [0.0411, 1.2505, 0.9664], [1.3412, 2.0190, 0.1306], [1.3149, 3.2308, -0.2739], [0.2552, 4.2422, 0.0939], [2.4141, 3.7211, -1.1740], [0.0792, -0.3689, 0.6610], [-0.7285, -1.1513, -0.5411], [-2.5533, -1.3691, -0.1472], [-3.4922, -0.1708, -0.2728], [-3.3508, 0.5726, -1.4551], [-4.9488, -0.6342, -0.1720], [-5.3908, -1.1340, -1.3312], [-5.1256, -1.5848, 0.7520], [-5.7559, 0.3749, 0.1546], [-0.4534, -0.2270, -2.1677], [1.2007, 0.1955, -2.7100], [1.3183, 1.6121, -3.0981], [1.5586, -0.7983, -3.9085], [2.1805, -0.2781, -1.5414], [-0.0696, -2.9160, -0.6612], [0.1533, -3.7325, -2.5930], [0.1925, -3.7523, 0.3504], [0.6717, -5.1702, 0.2397], [-0.0918, -3.1704, 2.3505], [3.1361, -1.1432, 2.0489], [3.7242, 0.5455, 2.2021], [4.0267, -0.6320, 3.4917], [-0.1002, 2.4239, 3.1776], [-0.3795, 0.7080, 3.3804], [-1.2683, 1.8187, 0.5613], [-0.6677, 4.0465, -0.4569], [0.5743, 5.2461, -0.1806], [0.0510, 4.2357, 1.1637], [3.2966, 3.1025, -1.0302], [2.6468, 4.7697, -0.9946], [2.0937, 3.5942, -2.2114], [-2.9187, -2.2201, -0.7305], [-2.5737, -1.6932, 0.8967], [-3.3537, 0.4972, 0.5777], [-3.1912, -0.0344, -2.1884], [-0.9624, 0.7376, -2.1537], [-0.8937, -0.8293, -2.9679], [2.2495, -1.4195, -3.6489], [2.8418, 0.4165, -1.3975], [1.5743, -5.2231, -0.3701], [-0.1004, -5.7689, -0.2502], [0.8811, -5.6038, 1.2110]], "mulliken_charge": [-0.87, 0.73, -0.57, -0.42, -0.56, -0.43, 0.00, 1.16, -1.39, -1.52, 1.29, -0.89, -0.86, -0.20, -0.55, 0.75, -0.28, -0.27, -0.28, -0.95, 0.73, -0.74, -0.47, -0.49, -0.10, -0.06, 0.37, -1.55, 0.08, 0.16, 0.28, 0.37, 0.37, 0.36, -0.18, 0.27, 0.45, 0.29, 0.24, 0.53, 0.26, 0.66, 0.38, 0.28, 0.39, 0.60, 0.81, 0.31, 0.30, 0.38, 0.37, 0.45], "charge": 0, "homo_lumo_gap_ev": 8.93, "e_lumo_ev": 0.01}

No. 3
{"formula": "C23H20Cl2N4O2Pd", "method": "wB97M-V/def2-TZVPD", "symbols": ["Pd", "Cl", "C", "C", "C", "N", "C", "O", "C", "C", "C", "C", "C", "N", "C", "C", "C", "Cl", "N", "C", "O", "C", "C", "C", "C", "C", "N", "H", "H", "H", "H", "H", "H", "H", "H", "H", "H", "C", "C", "C", "C", "C", "H", "H", "H", "H", "H", "H", "H", "H", "H", "H"], "positions_angstrom": [[0.0179, 0.1952, 0.1408], [0.1400, 5.9472, 4.1565], [-0.1332, 4.3341, 3.6172], [0.3589, 3.9470, 2.3966], [0.1096, 2.6475, 1.9082], [0.3638, 2.2385, 0.6516], [1.4079, 2.7491, -0.1102], [1.5526, 3.8891, -0.4767], [2.4152, 1.6641, -0.3515], [3.7372, 1.9746, -0.6323], [4.6994, 0.9876, -0.5403], [4.3094, -0.2904, -0.1606], [2.9666, -0.5443, 0.0446], [2.0381, 0.4003, -0.0675], [-0.4967, 1.6777, 2.7971], [-1.0725, 2.1405, 4.0045], [-0.8930, 3.4357, 4.4059], [-1.5776, 3.9555, 5.9033], [-0.4200, 0.3925, 2.4546], [-1.4174, -0.5306, 2.7028], [-1.5037, -1.2585, 3.6628], [-2.4103, -0.5026, 1.5791], [-3.7167, -0.9153, 1.7994], [-4.6940, -0.5922, 0.8797], [-4.3371, 0.1528, -0.2374], [-3.0058, 0.4660, -0.4259], [-2.0486, 0.1214, 0.4329], [0.8746, 4.6540, 1.7621], [3.9806, 2.9981, -0.8832], [5.7399, 1.2039, -0.7411], [5.0366, -1.0793, -0.0339], [2.6005, -1.5319, 0.2920], [-1.5954, 1.4372, 4.6393], [-3.9354, -1.4535, 2.7114], [-5.7230, -0.8889, 1.0321], [-5.0757, 0.4726, -0.9580], [-2.6821, 1.0060, -1.3049], [-1.1457, -1.3496, -2.6874], [0.0235, -2.0320, -1.9464], [1.3254, -1.5255, -2.5905], [-0.0761, -3.5452, -2.1719], [-0.0391, -1.7225, -0.4660], [-1.1202, -1.6049, -3.7510], [-1.0581, -0.2666, -2.5931], [-2.1067, -1.6706, -2.2800], [1.3451, -1.7874, -3.6514], [2.1981, -1.9740, -2.1111], [1.3977, -0.4414, -2.5068], [-0.0643, -3.7737, -3.2406], [-1.0015, -3.9374, -1.7451], [0.7632, -4.0602, -1.7007], [-0.5141, -2.4839, 0.1555]], "mulliken_charge": [-0.20, -0.23, 0.06, -0.80, 0.33, 0.12, 0.15, -0.64, 0.64, -0.84, -0.29, -0.89, -0.33, 0.40, 0.56, -1.02, 0.12, -0.23, -0.20, -0.01, -0.64, 0.96, -1.00, -0.29, -0.84, -0.53, 0.52, 0.52, 0.52, 0.42, 0.44, 0.62, 0.49, 0.53, 0.43, 0.44, 0.53, -1.78, 2.55, -1.75, -1.91, -1.19, 0.53, 0.25, 0.42, 0.54, 0.41, 0.27, 0.42, 0.45, 0.43, 0.54], "charge": 0, "homo_lumo_gap_ev": [3.55, 3.55], "e_lumo_ev": [-2.25, -2.25]}

No. 4
{"formula": "CH5OS2", "method": "wB97M-V/def2-TZVPD", "symbols": ["O", "H", "C", "S", "S", "H", "H", "H", "H"], "positions_angstrom": [[-1.4406, 1.6198, 0.2140], [-1.5181, 1.7587, -0.7278], [0.7419, 0.3309, -0.2460], [-0.8467, 0.0723, 0.4204], [-0.3358, -2.1959, 1.1676], [0.8253, 1.3817, -0.3988], [0.9420, 0.0101, -1.2682], [1.5631, 0.1484, 0.5251], [0.0689, -3.1259, 0.3136]], "mulliken_charge": [-0.57, 0.27, -0.94, 0.05, -0.69, 0.33, 0.30, 0.27, -0.03], "charge": -1, "homo_lumo_gap_ev": 6.32, "e_lumo_ev": 3.71, "relative_energy_kcal_mol": 34.6}

No. 5
{"formula": "C2H6IN2O", "method": "wB97M-V/def2-TZVPD", "symbols": ["C", "C", "N", "N", "O", "I", "H", "H", "H", "H", "H", "H"], "positions_angstrom": [[-0.0144, -0.6356, -0.1515], [0.1042, 1.0735, 1.6896], [1.2567, -0.8899, -1.9036], [-1.2241, -1.0110, -0.4590], [0.4580, 0.2202, 0.5814], [2.4652, 0.6524, -2.0805], [0.1006, 2.1314, 1.3877], [0.8556, 0.9799, 2.4825], [-0.8707, 0.7898, 2.0677], [0.3908, -0.8807, -2.5656], [-1.5734, -1.7140, -1.1323], [-1.9485, -0.7158, 0.0835]], "mulliken_charge": [0.75, -0.59, -0.58, -0.31, -0.25, 0.33, 0.30, 0.27, 0.33, 0.30, 0.26, 0.21], "charge": 1, "homo_lumo_gap_ev": [7.45, 7.46], "e_lumo_ev": [-5.46, -5.46], "relative_energy_kcal_mol": 100.9}

No. 6
{"formula": "C2H7N2", "method": "wB97M-V/def2-TZVPD", "symbols": ["C", "C", "N", "N", "H", "H", "H", "H", "H", "H", "H"], "positions_angstrom": [[0.8108, -0.2589, -0.0050], [-0.3981, -0.8126, -0.0932], [-0.6196, -2.2412, -0.2510], [0.0656, 2.4295, 0.1817], [1.6292, -0.6092, 0.6194], [-1.4257, -0.3933, 0.0085], [-1.2267, -2.6270, -1.0264], [0.1986, -2.8033, -0.2984], [-0.1859, 2.4430, 1.1616], [0.5006, 1.6000, -0.2196], [0.6513, 3.2731, -0.0775]], "mulliken_charge": [-0.38, 0.15, -0.42, -0.57, 0.37, 0.40, 0.32, 0.27, 0.27, 0.31, 0.29], "charge": 1, "homo_lumo_gap_ev": 6.41, "e_lumo_ev": -8.12, "relative_energy_kcal_mol": 136.8}

no.,electronic energy (eV)
1,-29572.2504
2,-79081.5305
3,-62751.9515
4,-24835.6875
5,-15287.9188
6,-5155.5345